No. 1
{"formula": "C2H12NO4", "method": "the ωB97M-V functional and the def2-TZVPD basis", "elements": ["H", "H", "H", "H", "H", "H", "H", "H", "O", "C", "H", "O", "H", "H", "O", "O", "H", "C", "N"], "coordinates": [[-1.53057, 1.52835, 0.02666], [-3.16848, 0.19079, 1.46315], [3.06031, 0.03509, -1.72808], [1.41580, -2.54178, -1.82810], [1.07240, 1.26789, -0.87053], [-2.52768, -0.68052, 0.46198], [0.23671, -0.30004, 2.44541], [-1.29860, 0.51907, -1.38029], [2.43239, -0.00750, -1.00832], [-0.79623, 0.86660, -0.47496], [0.00513, 1.36878, 1.84370], [1.06821, -2.12027, -1.03388], [1.71576, -1.29170, -1.12495], [0.15922, -0.84907, -0.10805], [0.26057, 1.78674, -0.73338], [-3.42306, -0.41603, 0.75645], [1.38242, 0.46501, 1.28786], [0.33222, 0.36574, 1.57610], [-0.39655, -0.18714, 0.42925]], "de_lowest_ev": 0.616, "gap_ev": 8.50, "spin_multiplicity": 1, "charge": -1, "homo_ha": -0.16969}

***

No. 2
{"formula": "C40H45BFN2O19", "method": "the ωB97M-V functional and the def2-TZVPD basis", "elements": ["O", "N", "H", "H", "H", "H", "C", "C", "H", "O", "H", "H", "H", "O", "C", "H", "H", "O", "H", "C", "C", "C", "O", "C", "H", "H", "C", "H", "H", "C", "H", "O", "C", "C", "H", "C", "C", "C", "C", "C", "O", "H", "H", "H", "C", "C", "B", "H", "H", "C", "O", "H", "H", "H", "O", "C", "C", "O", "C", "C", "O", "H", "C", "H", "C", "H", "H", "N", "C", "O", "H", "C", "H", "H", "H", "H", "H", "O", "H", "H", "C", "H", "O", "C", "C", "H", "C", "C", "H", "H", "C", "O", "H", "C", "O", "C", "O", "C", "H", "F", "C", "O", "C", "H", "C", "H", "C", "O"], "coordinates": [[2.01783, 6.10078, -6.66817], [-1.55383, 1.39280, 0.23723], [-2.78269, 2.82316, 1.41040], [-0.31498, -0.26005, 2.79773], [-2.64010, -5.59539, -0.15609], [-0.10065, 4.03751, 4.87725], [2.48661, -2.61372, -0.95992], [-2.14028, -2.20527, -1.76753], [-4.20380, 2.04343, -2.00342], [2.86016, 0.62081, 2.72041], [-1.20998, -2.48602, 2.77002], [-0.71784, 1.24401, -2.39656], [-2.61482, -1.36634, -2.26074], [3.18298, -2.10414, -0.09944], [0.55491, -3.84121, -1.71672], [0.90493, -3.37173, 0.33223], [3.89462, 4.58290, -5.58353], [6.03390, 1.24562, -0.68853], [0.02270, 6.46698, -6.48067], [0.07572, -7.84571, 2.57461], [-4.99931, 0.74507, 0.76566], [3.74704, 1.24218, 2.15410], [3.44168, 2.90479, 3.82919], [0.43141, 5.13582, -5.26189], [5.39092, 4.29542, 2.63198], [-1.69465, 3.88142, 4.08838], [5.37683, 1.57051, 0.41271], [3.00269, 2.24865, -3.01763], [-1.94205, -3.06706, 0.10640], [-0.12140, 2.66742, 3.24628], [-0.62764, 5.14263, 2.08663], [0.96815, 2.58144, -2.87027], [0.13455, 4.24481, -4.30031], [5.78991, 2.88394, 1.02360], [0.43672, 2.05393, 3.95477], [2.58102, 3.57696, -4.25024], [4.41635, 0.80134, 0.94498], [-0.29728, -8.78015, 1.44742], [-2.81526, -1.03083, 2.92561], [-1.72800, -2.18077, -0.48185], [6.67812, 3.49795, 0.46869], [-2.42241, -2.75100, 4.00207], [0.72678, 5.50512, 3.18929], [-5.92833, 0.48201, 1.27430], [-1.61920, 0.05388, 0.99651], [2.27244, -3.03610, -3.40731], [-2.21377, 1.58818, -1.15480], [4.11160, -0.13938, 0.50675], [-1.19809, 3.30312, 0.99426], [-1.20068, 1.80819, 2.60688], [3.47924, 2.78839, -3.67190], [1.04858, -9.29071, 3.20176], [2.60314, -2.96203, -4.43357], [-0.28829, -1.60518, 0.91501], [-3.33147, -0.54677, 3.89955], [-0.31963, 5.22672, 3.12722], [4.14485, 2.57475, 2.75223], [0.87374, -8.37060, 3.48286], [-4.08478, -0.41418, 1.02331], [-2.27689, -2.42605, 2.97547], [-1.60988, 0.93972, -2.17444], [-4.65549, 1.67377, 1.20184], [2.95872, -2.50096, -2.38905], [-0.84922, -4.77212, -2.47670], [-2.79364, 3.73137, -2.19322], [-3.82812, 2.92467, -0.50835], [-3.41119, 4.61190, -2.03670], [-2.84363, -0.13452, 1.74379], [-0.60969, 0.49940, 2.07856], [-1.69335, -4.95732, 1.54683], [0.33792, 0.81747, 1.63368], [-3.41610, 2.52821, -1.43339], [-0.86103, 4.10371, -3.91030], [-0.91820, 6.03573, 3.54395], [6.67224, 1.96738, -0.85342], [-2.81951, -3.11870, 2.34022], [-2.02012, -3.11825, -2.34182], [-4.40633, -1.53728, 0.73966], [-0.26422, -0.67947, -0.55148], [2.83951, 2.14583, 3.96667], [-0.62100, 3.95545, 3.92621], [-0.11346, -5.90620, 3.43010], [4.09334, -1.83652, -2.55196], [-0.37743, -6.58224, 2.62908], [1.17347, 3.41746, -3.74892], [-1.99516, 1.71263, 3.34180], [-0.93132, -1.09306, 0.20247], [-1.64379, -7.03370, 0.47429], [-2.71918, 3.50526, -3.25074], [-0.56145, 1.52961, 0.03807], [1.24050, -3.30621, -0.69386], [-2.46385, -6.51334, -0.43117], [-5.24007, 0.82095, -0.28877], [-1.19164, -8.29250, 0.41322], [-0.58664, -4.49042, -1.57653], [1.03910, -3.74629, -3.14183], [0.35239, -4.27483, -3.99328], [-1.24903, -6.09728, 1.58766], [-1.46607, -8.97176, -0.38138], [0.79190, 3.00011, 2.21514], [1.84160, 5.28672, -5.78821], [0.17672, -9.89679, 1.47404], [2.88782, 4.45750, -5.21148], [4.39379, -1.56161, -1.66619], [5.10262, 3.34119, 2.21477], [-1.81315, 3.97348, -1.77642], [-1.77454, 2.43883, 1.32152], [-0.45618, 5.93079, -5.81661]], "gap_ev": 7.35, "spin_multiplicity": 1, "charge": 1, "homo_ha": -0.41385}

***

No. 3
{"formula": "C5H9Br2N2S", "method": "the ωB97M-V functional and the def2-TZVPD basis", "elements": ["H", "Br", "H", "N", "H", "C", "H", "C", "H", "H", "H", "S", "C", "C", "H", "Br", "N", "C", "H"], "coordinates": [[-2.45009, -2.37745, 0.49774], [0.39956, 1.69445, -0.24851], [-2.56027, -1.10721, 2.36123], [-1.98695, -0.77937, 1.68875], [-0.85595, 1.87990, 3.04809], [-1.30420, 0.35844, 1.76927], [-2.23536, 0.81407, 3.65333], [-1.69540, 1.37835, 2.75881], [-0.69878, -2.19652, 0.47154], [-2.40486, 2.00782, 2.20839], [3.37085, -0.33212, -4.60271], [1.30819, 0.49497, -3.25935], [2.88586, 0.25855, -2.90946], [-0.31147, 0.69335, 1.01383], [4.75191, -0.59503, -3.69167], [3.61555, 0.80664, -1.19325], [3.80853, -0.24716, -3.74843], [-1.71968, -1.68164, 0.58124], [-1.91744, -1.07003, -0.39885]], "gap_ev": [8.26, 5.09], "spin_multiplicity": 3, "charge": 1, "s2": 2.018, "homo_ha": [-0.42688, -0.43063]}

***

No. 4
{"formula": "C2H4N2OS", "method": "the ωB97M-V functional and the def2-TZVPD basis", "elements": ["C", "H", "S", "H", "H", "O", "N", "C", "H", "N"], "coordinates": [[-2.22012, -0.34618, 0.01363], [-1.65405, -1.23734, 0.37523], [-1.16622, 1.06931, -0.23939], [0.98037, -0.11187, -1.56308], [2.71217, -0.04007, 0.78899], [-3.38717, -0.30508, -0.22284], [0.30464, 0.42985, 0.32906], [1.32372, 0.02240, -0.52670], [0.57000, 0.71670, 1.26014], [2.53665, -0.19772, -0.21503]], "de_lowest_ev": 1.777, "gap_ev": 10.36, "spin_multiplicity": 1, "homo_ha": -0.36078}

***

No. 5
{"formula": "C5H6O", "method": "the ωB97M-V functional and the def2-TZVPD basis", "elements": ["C", "H", "O", "C", "C", "C", "H", "H", "H", "H", "C", "H"], "coordinates": [[-0.12622, 0.93972, 0.90009], [-0.65898, 2.71804, 2.20984], [1.31354, -0.55602, -1.99104], [-0.40745, 1.88397, 1.59233], [0.28356, -0.26273, 0.16453], [1.26449, 0.06249, -0.95793], [0.89752, -0.82867, 0.88298], [-0.46323, -2.06289, -0.75824], [-1.52684, -1.40863, 0.51212], [-1.45768, -0.64083, -1.08823], [-0.86730, -1.14744, -0.31933], [1.97699, 0.88385, -0.73908]], "de_lowest_ev": 1.843, "gap_ev": 10.73, "spin_multiplicity": 1, "homo_ha": -0.36400}

***

No. 6
{"formula": "C35H53NOP3Pb", "method": "the ωB97M-V functional and the def2-TZVPD basis", "elements": ["H", "H", "C", "H", "H", "H", "C", "H", "C", "H", "H", "C", "C", "C", "H", "H", "C", "H", "C", "C", "C", "H", "C", "H", "P", "C", "O", "C", "P", "H", "C", "H", "H", "H", "H", "H", "H", "C", "H", "H", "C", "N", "P", "C", "H", "H", "H", "C", "C", "H", "C", "H", "Pb", "C", "H", "C", "H", "H", "C", "C", "H", "H", "H", "C", "H", "H", "H", "C", "H", "H", "H", "H", "C", "H", "H", "H", "H", "H", "H", "C", "H", "C", "H", "H", "H", "C", "H", "C", "C", "H", "C", "C", "C", "H"], "coordinates": [[-0.58034, -5.66692, -1.37191], [1.06798, 0.17185, -3.77923], [3.25674, -0.87770, 1.03302], [-0.69415, -4.06888, 4.25598], [-1.16246, -5.38324, -3.26948], [0.76472, 5.53760, 0.41611], [-1.60065, 3.53076, -2.82710], [-3.65186, 4.16145, -2.94796], [-2.95500, 3.82017, -2.17163], [5.87564, -2.17004, 2.79724], [2.29061, -1.28251, -1.57547], [-0.06888, -2.30958, 3.18316], [4.51526, -1.42472, 1.29070], [1.88602, 2.47515, 2.30295], [-1.72495, 2.65298, 0.93587], [-2.82519, 0.05927, -0.59044], [2.34371, -0.69675, 2.08866], [0.73147, -2.33049, -4.01000], [-3.18974, -0.35150, 0.50854], [-1.73184, -0.56364, 2.96923], [4.89188, -1.74058, 2.60152], [-3.82512, -3.69904, -3.41754], [-1.49510, -3.75146, 0.34916], [-0.15937, -4.33400, -4.30338], [-0.46016, 2.61704, -1.69868], [0.37287, 3.06879, 4.57125], [-4.27629, -0.70564, 0.75421], [-0.99172, -3.08553, 3.88473], [0.69520, 0.02559, 1.74737], [-1.21418, -4.33950, 1.23389], [4.01172, -1.49521, 3.66166], [-1.84665, -2.46307, -3.94225], [-2.02408, 0.43071, 2.61816], [-3.39396, 2.92810, -1.70779], [-1.76815, 2.78006, -3.61980], [1.04258, -5.00327, -1.71484], [2.98209, -0.57897, 0.01823], [-0.41266, -1.00864, 2.77336], [-2.33701, -4.26042, -0.13989], [1.76327, 3.41213, -2.27667], [0.16722, 1.86147, 3.89709], [1.22968, 0.07459, -2.80227], [-0.56883, -2.45665, -1.99085], [1.93191, -1.21180, -2.61186], [-0.55077, 1.14434, 4.28973], [0.53408, -3.14637, -0.00954], [2.81131, -1.24707, -3.28222], [-3.11920, -3.53158, -2.59152], [-2.28764, -2.61261, 4.10782], [2.84534, 4.37668, 2.62081], [-1.00290, 4.77376, -3.48926], [0.93405, 2.64875, -3.66174], [-0.91645, 0.03365, -0.75672], [-2.66166, -1.35962, 3.61717], [-1.82234, -4.71277, -4.76620], [-1.73246, -3.26327, -3.18871], [0.73649, 3.17313, 0.26618], [2.26549, 1.15158, -1.30412], [2.74600, -0.96326, 3.40691], [-1.28131, 3.65142, 0.81020], [2.50785, 2.23336, 1.43434], [-1.68792, 5.09579, -4.28465], [-0.89276, 3.96034, 1.79107], [0.89657, 1.56832, 2.73720], [0.92588, -2.70423, 2.97102], [-2.89158, 4.61607, -1.41894], [-3.49605, -2.68436, -2.00351], [0.22780, -5.03473, -0.98185], [0.62093, -5.53331, -0.08405], [-2.07851, 4.35126, 0.52367], [-3.13144, -4.43636, -1.96924], [2.06542, -0.76167, 4.23638], [-0.12564, 3.68417, -0.19928], [-3.68219, -0.99189, 3.74359], [-0.90064, 5.61075, -2.78966], [2.91911, 1.35171, -2.96242], [1.56554, -3.31635, -2.78821], [-1.84026, -2.77152, 0.70952], [1.03826, 5.21011, -1.29860], [0.29865, 5.12617, -0.49231], [-3.00821, -3.22424, 4.65055], [1.00816, -2.38098, -2.94362], [-0.02939, 4.58139, -3.95338], [-0.56439, 5.76538, -0.72637], [-0.21847, 3.29227, 5.45897], [-1.17007, -4.49297, -3.90952], [5.20426, -1.60184, 0.46150], [1.32886, 3.97927, 4.11422], [1.98834, 1.26925, -2.36668], [4.30620, -1.71811, 4.68787], [-0.27450, -3.64954, -0.57200], [1.15902, 2.54219, -2.58520], [2.08851, 3.67604, 2.97985], [1.48238, 4.92345, 4.63793]], "de_lowest_ev": 0.275, "gap_ev": [5.48, 4.64], "spin_multiplicity": 1, "charge": 3, "homo_ha": [-0.59628, -0.60017]}